The following is a DFT calculation (wB97M-V/def2-TZVPD) of one molecule with the formula C5H11NO.

Results
- net charge = 0

Element x y z (Å)
C 0.032 0.335 1.006
C 1.362 0.334 0.390
C 1.223 1.123 -0.943
C 1.785 -1.144 -0.070
C -1.245 -0.367 0.343
N -2.321 0.721 0.197
O -1.017 -1.079 -0.698
H -1.564 -1.005 1.198
H -0.065 0.639 2.036
H 2.233 0.730 0.921
H 0.278 0.837 -1.439
H 2.045 0.893 -1.609
H 1.197 2.210 -0.790
H 2.679 -1.047 -0.677
H 1.932 -1.821 0.789
H 0.829 -1.475 -0.487
H -2.500 0.890 -0.782
H -1.888 1.463 0.730

---

The following is a DFT calculation (wB97M-V/def2-TZVPD) of one molecule with the formula C5H11NO.

Results
- SMILES string = CC[C@@H](C)NC=O
- net charge = 0

Element x y z (Å)
C -0.142 1.701 -0.955
C -0.472 0.208 -1.153
C 0.057 -0.739 -0.052
C 1.512 -1.142 -0.277
N -0.119 -0.179 1.281
C -1.243 -0.372 2.019
O -2.142 -1.140 1.739
H -1.050 2.300 -0.820
H 0.479 1.876 -0.069
H 0.407 2.122 -1.803
H -1.557 0.071 -1.219
H -0.066 -0.139 -2.111
H -0.562 -1.640 -0.064
H 1.613 -1.649 -1.243
H 2.178 -0.269 -0.292
H 1.859 -1.824 0.506
H 0.502 0.561 1.576
H -1.251 0.253 2.935

---

The following is a DFT calculation (wB97M-V/def2-TZVPD) of a 2-piece molecular cluster, C5H11NO overall.

Results
- net charge = 0

Element x y z (Å)
C 1.208 1.319 -0.401
C -1.452 0.078 -1.263
C 1.747 -0.964 0.420
C -0.635 -0.187 -0.020
C 0.793 0.079 -0.085
N -1.029 -1.314 0.664
O -0.922 1.542 0.880
H -0.980 2.000 1.729
H -0.553 -1.518 1.530
H -2.021 -1.494 0.694
H 2.235 1.613 -0.243
H 0.595 2.039 -0.914
H -1.023 -0.426 -2.129
H -1.466 1.155 -1.419
H -2.487 -0.228 -1.118
H 1.694 -1.882 -0.171
H 1.523 -1.207 1.462
H 2.774 -0.605 0.384

---

The following is a DFT calculation (wB97M-V/def2-TZVPD) of a 2-piece molecular cluster, C5H11NO overall.

Results
- SMILES string = C/N=C/O.C=CC
- net charge = 0

Element x y z (Å)
C -1.481 -1.454 0.232
C -1.777 -0.256 -0.616
C -2.532 0.781 -0.247
N 1.438 0.105 0.001
C 2.706 -0.593 0.002
C 1.457 1.345 0.238
O 0.361 2.107 0.293
H -1.908 -1.350 1.235
H -1.891 -2.363 -0.226
H -0.396 -1.574 0.319
H -1.320 -0.249 -1.606
H -0.413 1.529 0.132
H -2.720 1.617 -0.916
H -3.003 0.818 0.734
H 2.681 -1.390 0.754
H 2.869 -1.069 -0.971
H 3.569 0.058 0.219
H 2.360 1.939 0.424

---

ΔE to the lowest compared entry with this formula, charge and spin? In order: 523.3, 39.6, 327.7, 166.9 kJ/mol.